DFT (ωB97M-V with the def2-TZVPD basis set) results for a molecular structure, C29H23CrN2O4 in a non-equilibrium geometry.

Properties
E: -2573.03881 Ha
highest occupied orbital energy (spin up / spin down): -12.91 / -12.90 eV
multiplicity: 4
net charge: +2
gap between HOMO and LUMO (spin up / spin down): 6.65 / 4.81 eV

Geometry (Å):
C1 -2.343 -1.577 0.542
C2 3.235 -0.803 4.116
H1 9.509 -2.592 2.919
H2 2.775 2.873 4.763
H3 -3.934 -0.078 0.189
C3 8.461 -2.357 3.131
Cr1 7.096 -3.410 4.474
H4 6.494 -0.763 5.444
C4 0.753 1.327 3.242
C5 2.540 -0.653 8.302
C6 8.125 -1.536 4.221
C7 -0.605 -0.862 2.025
H5 0.800 4.526 2.482
C8 -4.144 -2.332 -0.787
C9 2.064 -0.371 4.618
O1 7.543 -6.436 4.401
C10 8.080 -3.850 6.038
O2 4.885 -4.441 6.243
H6 -0.811 -1.210 8.213
C11 -1.201 0.393 2.156
C12 5.627 -3.933 5.503
H7 -3.900 -1.718 -1.698
C13 -1.079 -1.812 1.117
O3 -2.923 -2.641 -0.088
C14 5.729 -1.647 3.596
C15 0.435 -0.931 6.464
C16 1.230 -0.795 8.769
H8 1.013 -0.727 9.842
C17 2.802 -0.629 6.934
N1 -0.439 1.450 2.649
H9 1.306 0.322 3.866
H10 0.329 -1.095 2.526
H11 3.819 -0.530 6.541
C18 -0.630 2.852 2.373
H12 -1.537 3.293 2.008
C19 6.084 -2.723 2.719
H13 8.905 -1.074 4.840
H14 -2.845 1.678 1.494
C20 2.744 2.751 3.666
H15 -0.364 -1.093 5.723
C21 -2.985 -0.301 0.697
C22 1.739 -0.630 5.986
C23 4.372 -1.192 3.761
H16 -4.614 -3.293 -1.093
H17 3.125 3.678 3.190
H18 -0.496 -2.721 0.843
H19 3.360 1.876 3.412
C24 0.197 -1.014 7.842
N2 1.390 2.494 3.213
C25 7.399 -5.288 4.254
C26 6.766 -1.324 4.540
O4 8.529 -4.367 6.987
H20 3.363 -0.522 9.010
H21 5.280 -3.262 2.191
H22 -4.860 -1.754 -0.136
C27 -2.393 0.694 1.485
C28 7.434 -2.976 2.391
C29 0.511 3.484 2.651
H23 7.676 -3.649 1.556

---

DFT (ωB97M-V with the def2-TZVPD basis set) results for a molecular structure, C6H10ClNaO10 in a non-equilibrium geometry.

Properties
E: -1609.34262 Ha
energy relative to the best compared isomer or geometry (same formula, charge and spin): 0.0 kJ/mol
highest occupied orbital energy: -9.37 eV
multiplicity: 1
net charge: 0
gap between HOMO and LUMO: 9.03 eV

Geometry (Å):
H1 -16.200 -13.303 5.127
O1 -14.663 -12.498 7.153
H2 -19.425 -8.391 -0.145
H3 -19.947 -6.797 0.392
Cl1 -15.345 -11.240 7.024
O2 -14.990 -10.571 5.783
O3 -18.542 -13.205 2.157
C1 -17.599 -12.906 3.047
O4 -18.417 -7.622 1.508
H4 -18.969 -11.415 1.204
H5 -20.840 -9.441 1.491
H6 -21.538 -7.816 1.793
C2 -18.650 -7.977 2.774
H7 -20.286 -12.637 1.324
Na1 -17.599 -10.009 5.030
O5 -16.818 -13.930 3.204
O6 -15.084 -10.387 8.141
O7 -17.476 -11.831 3.600
H8 -19.823 -11.660 2.718
C3 -19.583 -7.767 0.729
H9 -15.594 -14.843 4.535
O8 -19.948 -8.308 2.970
C4 -19.444 -12.176 1.829
O9 -16.779 -11.495 6.938
H10 -14.950 -13.293 3.863
O10 -17.825 -8.024 3.630
C5 -15.813 -13.818 4.257
C6 -20.625 -8.394 1.696

---

The highest net charge belongs to which entry?
C29H23CrN2O4